No. 1
{"formula": "Cl3FO12Sr3", "method": "ωB97M-V/def2-TZVPD", "e_tot_ha": -2473.54595, "e_homo_ev": -10.3679, "orbital_gap_ev": 1.0, "total_charge": 2, "mol_weight_g_mol": 580.205, "e_lumo_ev": -9.38, "elements": ["Sr", "Sr", "Sr", "F", "Cl", "O", "O", "O", "O", "Cl", "O", "O", "O", "O", "Cl", "O", "O", "O", "O"], "coordinates": [[2.821, 7.643, -3.176], [7.989, 4.504, 3.053], [-0.991, -2.815, -2.283], [6.531, 6.141, -0.864], [-0.697, -6.827, 2.710], [-0.163, -7.081, 4.078], [-0.404, -5.460, 2.235], [-0.312, -7.758, 1.639], [-2.205, -6.821, 2.883], [-4.790, 2.036, -2.361], [-3.981, 3.282, -2.301], [-3.916, 1.254, -3.216], [-4.709, 1.446, -0.972], [-6.181, 2.197, -2.706], [2.101, 1.622, 0.289], [1.390, 0.901, 1.211], [1.702, 2.974, -0.172], [3.387, 1.941, 0.920], [2.428, 0.823, -0.964]], "forces_ev_per_angstrom": [[0.44, -0.56, 0.49], [-0.52, 0.10, -0.90], [-0.20, 0.33, 0.72], [-0.31, 0.07, 0.48], [-3.56, 0.64, 1.02], [0.13, 0.18, -3.05], [0.85, -0.57, 0.34], [0.11, 0.65, 1.81], [2.49, -0.56, -0.61], [2.99, 1.03, 4.30], [-2.12, 0.09, -0.07], [-1.27, -1.74, -1.25], [-0.55, 0.46, -2.32], [1.42, -0.19, -0.74], [7.28, 3.60, -4.64], [-3.77, -1.68, 1.76], [-1.98, -1.72, 0.52], [0.21, -0.69, 0.23], [-1.63, 0.56, 1.91]]}

=====

No. 2
{"formula": "Cl3O12Pb2Ti", "method": "ωB97M-V/def2-TZVPD", "e_tot_ha": -3516.39472, "e_homo_ev": [-16.3168, -18.5109], "orbital_gap_ev": [3.2, 5.8], "spin_multiplicity": 5, "total_charge": 3, "mol_weight_g_mol": 760.614, "e_lumo_ev": [-13.14, -12.73], "elements": ["Pb", "Pb", "Ti", "Cl", "O", "O", "O", "O", "Cl", "O", "O", "O", "O", "Cl", "O", "O", "O", "O"], "coordinates": [[-0.970, 14.661, 5.965], [-0.397, 21.041, 9.617], [-5.623, 17.871, 8.443], [-1.795, 17.484, 8.072], [-2.142, 17.380, 6.657], [-1.202, 16.232, 8.339], [-0.632, 18.525, 8.273], [-2.938, 17.785, 8.879], [-4.195, 14.300, 8.484], [-5.151, 15.130, 7.755], [-3.840, 14.686, 9.820], [-4.548, 12.912, 8.476], [-3.152, 14.225, 7.488], [1.295, 13.736, 9.414], [2.051, 14.927, 9.170], [2.152, 12.558, 9.706], [0.577, 14.188, 10.629], [0.323, 13.651, 8.372]], "forces_ev_per_angstrom": [[-1.23, 0.09, 2.23], [0.14, -0.32, -0.18], [1.33, -2.06, -0.13], [5.06, 1.90, -2.59], [-0.68, 0.99, 0.24], [0.38, -1.68, 1.44], [-3.78, -1.63, -0.06], [-1.81, 0.55, 0.52], [0.24, -5.96, 0.15], [-1.98, 3.21, 1.30], [-0.22, 1.64, -1.48], [-1.77, 1.19, 1.01], [4.59, 1.92, -1.86], [2.43, -2.58, 1.19], [0.81, 0.72, 0.32], [-3.19, 3.35, -1.36], [0.18, -0.08, 0.35], [-0.49, -1.25, -1.09]]}

=====

No. 3
{"formula": "Cl4Fe", "method": "ωB97M-V/def2-TZVPD", "e_tot_ha": -3104.61339, "e_homo_ev": [-6.6464, -6.3278], "orbital_gap_ev": [9.1, 6.2], "spin_multiplicity": 6, "total_charge": -1, "mol_weight_g_mol": 197.657, "e_lumo_ev": [2.47, -0.11], "elements": ["Fe", "Cl", "Cl", "Cl", "Cl"], "coordinates": [[-0.225, -0.172, 0.362], [-0.649, 0.603, -1.979], [2.076, 0.096, 1.027], [-1.269, 2.193, 1.240], [0.067, -2.721, -0.650]], "forces_ev_per_angstrom": [[1.63, 1.19, -2.20], [0.34, -0.64, 1.93], [-2.08, -0.25, -0.45], [0.62, -2.14, -0.39], [-0.51, 1.84, 1.12]]}

=====

Record order is preserved below.
Energy above the lowest of the compared OMol25 structures with the same formula, charge and spin: 444.9; 0.0; 71.8 kcal per mole